Entry a
Formula: C7H15NO
Source: the Open Molecules 2025 dataset
Level of theory: ωB97M-V/def2-TZVPD

Its SMILES is C=C(C)N(C)C.CC=O. The calculation puts the lowest unoccupied orbital energy at 0.830 eV. The value obtained for the HOMO energy is -8.2 eV. Its HOMO-LUMO gap is 9.064 eV.

The geometry in ORCA input format:
```
! wB97M-V def2-TZVPD RIJCOSX def2/J DEFGRID3
* xyz 0 1
H 0.206 0.015 -2.500
C -0.193 -1.179 -0.035
C -0.203 -2.256 -0.891
H -0.093 -2.162 -1.963
H 1.803 -0.589 -2.005
H -1.239 -1.889 1.671
H -2.393 2.385 1.050
N 0.562 0.045 -0.409
H -0.563 -3.215 -0.538
C -1.338 1.232 -0.385
H 1.148 0.749 1.515
C -0.223 -1.557 1.440
H 1.870 1.601 0.164
H 0.470 -2.369 1.673
C 1.560 0.613 0.517
H -0.029 -0.761 2.157
C -1.373 2.038 0.885
H 2.435 -0.038 0.576
C 1.035 0.161 -1.809
H 1.432 1.164 -1.983
H -1.061 1.435 1.737
O -1.535 1.722 -1.484
H -0.706 2.899 0.784
H -1.574 -0.043 -0.167
*
```

Entry b
Formula: C7H15NO
Source: the Open Molecules 2025 dataset
Level of theory: ωB97M-V/def2-TZVPD

The calculation puts the lowest unoccupied orbital energy at 0.869 eV. The value obtained for the HOMO energy is -7.9 eV. Its HOMO-LUMO gap is 8.769 eV.

The geometry in ORCA input format:
```
! wB97M-V def2-TZVPD RIJCOSX def2/J DEFGRID3
* xyz 0 1
H -0.194 -1.266 0.607
H 1.433 0.719 2.210
H 4.305 -0.106 0.031
C -0.154 -0.817 -1.549
C -1.894 0.281 0.187
H -3.885 -0.547 0.420
H 0.399 1.673 -1.273
H 0.678 -0.369 -2.093
C 0.548 0.712 0.389
H -0.028 -1.894 -1.639
H -2.847 -1.475 -0.660
H -2.604 -1.545 1.089
H 3.289 1.427 0.041
N 0.564 0.958 1.750
O 0.503 1.875 -0.336
H 2.278 -1.452 0.208
H -2.095 0.940 -0.659
H -1.037 -0.528 -2.120
H 0.255 1.886 2.004
C 3.314 0.340 0.025
H -1.946 0.879 1.095
C -2.858 -0.884 0.257
C 2.197 -0.371 0.104
C -0.220 -0.435 -0.087
*
```

Which is most stable, and by how much? entry a, by 0.0074 hartree.

Entry a
Formula: C8H16N3O
Source: the Open Molecules 2025 dataset
Level of theory: ωB97M-V/def2-TZVPD

Its SMILES is C/[NH+]=C(\C)C/C(C)=N\N=C(/C)O. The calculation puts the lowest unoccupied orbital energy at -4.213 eV. The value obtained for the HOMO energy is -11.6 eV. Its HOMO-LUMO gap is 7.347 eV.

The geometry in ORCA input format:
```
! wB97M-V def2-TZVPD RIJCOSX def2/J DEFGRID3
* xyz 1 1
C 1.448 0.384 0.499
H 0.084 -2.415 -0.599
H 2.698 2.423 -1.889
H 2.895 3.071 -0.343
H -4.046 -1.551 -0.262
H -4.047 -0.988 1.537
C -3.821 0.568 -0.044
C 2.815 2.131 -0.761
H 0.827 -1.415 -1.716
H 3.811 1.658 -0.367
H 3.421 -0.020 0.950
N -2.612 0.783 -0.429
H 2.191 -0.657 1.999
H 0.736 1.706 -0.780
H -4.443 2.278 -0.358
H -0.437 0.553 1.438
N -1.875 -0.208 -0.815
C 0.066 -0.189 0.814
C 2.494 -0.443 1.038
H 0.137 -1.106 1.433
H -5.301 -0.819 0.639
C -4.270 -0.765 0.465
H 2.753 -1.383 0.368
C -0.733 -0.552 -0.454
N 1.605 1.361 -0.361
H -0.577 -2.056 -2.068
O -4.678 1.512 0.220
C -0.034 -1.627 -1.208
*
```

Entry b
Formula: C8H16N3O
Source: the Open Molecules 2025 dataset
Level of theory: ωB97M-V/def2-TZVPD

Its SMILES is CC(=O)N[C@H](C#N)C[N+](C)(C)C. The calculation puts the lowest unoccupied orbital energy at -2.739 eV. The value obtained for the HOMO energy is -13.7 eV. Its HOMO-LUMO gap is 11.005 eV.

The geometry in ORCA input format:
```
! wB97M-V def2-TZVPD RIJCOSX def2/J DEFGRID3
* xyz 1 1
C 2.413 -1.119 -0.531
C 1.531 0.841 -1.360
H -3.997 1.148 1.732
H 1.413 0.229 -2.185
C -0.648 -2.312 -0.362
H 2.385 1.494 -1.551
H 2.710 0.109 1.800
N -0.368 -3.418 -0.356
C -4.070 0.995 0.622
C -0.877 -0.887 -0.285
C 2.613 0.781 0.974
H 1.780 -1.710 -1.194
H 0.553 -1.015 1.447
C -2.764 0.793 -0.085
N -2.188 -0.521 0.173
H 3.212 -0.847 -1.152
H 2.706 -1.878 0.158
H 1.992 1.765 1.167
H -0.752 -0.492 -1.223
H -4.318 2.024 0.277
H 0.041 0.679 1.080
H -2.508 -0.886 1.059
N 1.703 0.067 -0.041
C 0.414 -0.233 0.673
O -2.155 1.653 -0.669
H -4.876 0.280 0.611
H 3.476 0.920 0.367
H 0.578 1.539 -1.144
*
```

Which is most stable, and by how much? entry b, by 0.0423 hartree.

Entry a
Formula: C6H14NO
Source: the Open Molecules 2025 dataset
Level of theory: ωB97M-V/def2-TZVPD

The calculation puts the lowest unoccupied orbital energy at 3.634 eV. The value obtained for the HOMO energy is -2.6 eV. Its HOMO-LUMO gap is 6.257 eV.

The geometry in ORCA input format:
```
! wB97M-V def2-TZVPD RIJCOSX def2/J DEFGRID3
* xyz -1 1
H -1.139 -0.680 -2.010
H -2.421 0.131 1.720
H 0.176 1.128 0.499
O 2.663 0.771 0.266
H -0.779 -0.328 2.100
H 2.682 -0.669 -1.881
H -2.643 1.308 -0.765
C -1.510 -0.499 -0.963
H -0.986 2.362 0.890
C 2.311 -0.513 0.261
H 3.047 -1.161 0.802
C -1.418 0.525 1.871
C -1.598 1.016 -0.696
H 1.853 -2.188 -1.151
H 1.055 -0.589 -1.405
C 1.992 -1.103 -1.149
H -0.938 1.434 -1.449
H -0.748 -1.169 -0.278
N -2.059 -1.567 -0.437
H 1.322 -0.692 0.808
H -1.392 1.166 2.747
C -0.897 1.306 0.646
*
```

Entry b
Formula: C6H14NO
Source: the Open Molecules 2025 dataset
Level of theory: ωB97M-V/def2-TZVPD

Its SMILES is CCC[C@H](C[O-])NC. The calculation puts the lowest unoccupied orbital energy at 3.652 eV. The value obtained for the HOMO energy is -2.3 eV. Its HOMO-LUMO gap is 5.990 eV.

The geometry in ORCA input format:
```
! wB97M-V def2-TZVPD RIJCOSX def2/J DEFGRID3
* xyz -1 1
H -1.447 -2.662 -0.975
H 0.866 2.873 -1.148
C -0.170 2.411 -1.137
C -1.191 -1.075 0.342
H 1.910 -0.989 0.917
H -0.451 1.234 0.920
C 1.963 0.064 1.187
C -1.212 -2.561 0.125
H -1.944 -3.151 0.638
H 1.136 0.210 1.904
H -1.212 0.270 -1.485
O -1.210 3.132 -0.879
C -0.558 -0.142 -0.705
H -0.170 1.770 -2.096
C 0.040 1.095 -0.027
H -0.252 -3.088 0.215
H -2.268 -0.702 0.372
H 2.075 1.760 0.236
H 0.271 -0.697 -1.157
H -0.704 -0.922 1.309
N 1.497 0.948 0.082
H 3.029 0.219 1.362
*
```

Which is most stable, and by how much? entry b, by 0.0991 hartree.

Entry a
Formula: C6H14NO
Source: the Open Molecules 2025 dataset
Level of theory: ωB97M-V/def2-TZVPD

Its SMILES is NCCCCCC[O-]. The calculation puts the lowest unoccupied orbital energy at 3.384 eV. The value obtained for the HOMO energy is -2.1 eV. Its HOMO-LUMO gap is 5.483 eV.

The geometry in ORCA input format:
```
! wB97M-V def2-TZVPD RIJCOSX def2/J DEFGRID3
* xyz -1 1
H 1.059 0.392 -0.185
H -1.675 -0.101 -2.595
H -0.410 -3.447 -2.472
C -0.244 -1.521 -1.784
H -0.670 0.273 1.891
C 0.257 1.094 0.078
C 1.362 0.947 2.421
H 0.650 2.078 -0.195
O 1.175 0.670 3.694
H -1.620 -2.561 -3.021
H 0.835 -1.532 -1.596
C -0.980 0.697 -0.780
H -1.560 0.141 -0.037
H -0.487 2.032 1.876
H -0.545 -1.801 -0.769
C -0.730 -0.087 -2.043
N -0.642 -2.510 -2.765
H 2.006 0.295 1.790
H 1.817 2.008 2.257
H -0.043 0.373 -2.754
H -1.638 1.555 -0.977
C -0.010 1.089 1.595
*
```

Entry b
Formula: C6H14NO
Source: the Open Molecules 2025 dataset
Level of theory: ωB97M-V/def2-TZVPD

The calculation puts the lowest unoccupied orbital energy at 4.075 eV. The value obtained for the HOMO energy is -3.3 eV. Its HOMO-LUMO gap is 7.331 eV.

The geometry in ORCA input format:
```
! wB97M-V def2-TZVPD RIJCOSX def2/J DEFGRID3
* xyz -1 1
H 0.756 -0.448 -1.149
H 1.597 0.168 1.723
C -2.056 1.000 -1.044
H 2.105 1.547 -0.984
C -1.559 -0.974 0.565
H 1.881 -1.438 -0.316
H -3.012 1.558 -1.158
H -1.833 1.165 0.285
H -0.564 -0.681 2.427
C 1.516 -0.398 -0.369
H -2.146 0.099 -1.654
H -2.176 -1.766 1.028
H -1.288 -1.389 -0.420
H 0.377 0.976 0.784
O -1.034 1.758 -1.474
N -2.374 0.220 0.515
H 3.099 0.266 -1.713
C 0.844 0.001 0.939
H 3.358 0.699 -0.029
H 0.169 -1.985 1.425
C -0.243 -0.962 1.418
C 2.584 0.584 -0.800
*
```

Entry c
Formula: C6H14NO
Source: the Open Molecules 2025 dataset
Level of theory: ωB97M-V/def2-TZVPD

The calculation puts the lowest unoccupied orbital energy at 3.174 eV. The value obtained for the HOMO energy is -2.3 eV. Its HOMO-LUMO gap is 5.495 eV.

The geometry in ORCA input format:
```
! wB97M-V def2-TZVPD RIJCOSX def2/J DEFGRID3
* xyz -1 1
H 0.184 -1.332 -2.007
H -0.311 1.966 -0.359
H 1.837 0.318 -2.654
H 0.966 0.079 4.042
H 0.937 -2.093 1.791
C 1.470 -0.180 3.092
C -1.008 -0.015 -0.687
C -1.265 1.496 -0.683
H -1.829 -0.436 -1.295
H -1.593 1.825 -1.703
H 0.999 1.622 -1.769
N -0.909 -1.296 2.799
H -0.495 -0.360 2.245
C 0.789 0.632 -2.303
H -2.059 1.710 0.057
H 1.150 -0.808 -0.555
H 1.701 0.666 2.442
C 0.402 -1.223 2.473
H 2.466 -0.531 3.084
C 0.370 -0.482 -1.308
H -1.111 -0.446 0.325
O -0.128 0.689 -3.342
*
```

Entry d
Formula: C6H14NO
Source: the Open Molecules 2025 dataset
Level of theory: ωB97M-V/def2-TZVPD

Its SMILES is CCN(C)[C@H](C)C[O-]. The calculation puts the lowest unoccupied orbital energy at 3.687 eV. The value obtained for the HOMO energy is -2.2 eV. Its HOMO-LUMO gap is 5.855 eV.

The geometry in ORCA input format:
```
! wB97M-V def2-TZVPD RIJCOSX def2/J DEFGRID3
* xyz -1 1
H -1.216 -0.719 -1.806
H 0.451 -0.903 2.723
C 1.395 0.539 -1.872
N 0.350 -0.105 0.337
H -1.962 0.741 -1.072
H -0.571 1.441 1.224
H -1.118 0.823 -2.634
O 1.174 0.991 -3.121
C -0.546 0.378 1.363
H 1.715 -0.523 -1.769
H -0.851 -0.066 3.537
C -0.074 0.045 2.775
H 0.163 1.733 -0.571
H 0.338 -2.047 1.090
H -0.776 -1.872 -0.260
H 0.660 0.740 3.203
H 0.957 -1.889 -0.534
H 2.252 1.072 -1.363
C 0.170 0.730 -0.932
H -1.580 0.059 1.193
C -1.115 0.350 -1.653
C 0.185 -1.519 0.142
*
```

Which is most stable, and by how much? entry a, by 0.0022 hartree.

Entry a
Formula: C22H26N4O3S
Source: the Open Molecules 2025 dataset
Level of theory: ωB97M-V/def2-TZVPD

Its SMILES is CCCCNS(=O)(=O)c1ccc2nc(-c3cccnc3)cc(C(=O)NC(C)C)c2c1. The calculation puts the lowest unoccupied orbital energy at -0.229 eV. The value obtained for the HOMO energy is -9.1 eV. Its HOMO-LUMO gap is 8.910 eV.

The geometry in ORCA input format:
```
! wB97M-V def2-TZVPD RIJCOSX def2/J DEFGRID3
* xyz 0 1
C -5.360 2.064 0.780
H 5.091 3.100 -1.401
H 3.492 -0.241 -0.389
H 2.552 3.114 -1.775
H 0.397 -4.102 -1.745
H 0.681 -5.714 -1.046
C 3.510 0.687 -0.604
C 0.673 -3.709 0.200
H 0.205 -4.395 0.985
H 0.206 -1.993 -0.426
H 5.489 0.687 -1.353
H -0.860 -5.046 -1.072
N 3.803 1.269 0.475
C 0.708 2.350 1.683
C 0.340 -4.794 -0.921
H 2.337 -2.986 -0.587
H 3.831 2.340 0.585
H -4.820 2.560 1.333
C 3.347 2.956 -2.648
C 2.157 -3.625 0.049
H -1.083 3.558 1.358
H 4.095 0.393 -2.481
O 3.432 1.851 2.934
C 4.744 2.403 -2.143
H 1.480 3.363 1.738
C -7.049 0.436 -0.498
C -3.450 0.644 0.641
H 2.677 -4.547 0.559
C -2.969 -0.957 0.565
H 3.067 2.248 -3.427
C -5.837 0.064 -0.202
C -0.546 2.381 1.352
H -8.471 2.025 -0.226
C -1.766 -0.908 0.814
C 1.245 1.147 1.597
H -3.651 -1.500 0.509
H 2.368 -2.973 1.098
C -1.182 -2.441 0.864
N -2.695 1.577 0.657
H 5.400 2.514 -2.948
H 2.578 0.820 -0.905
C -4.929 0.838 0.246
H 1.191 -1.026 1.593
N -0.115 -2.780 0.163
C -0.864 0.304 1.164
C 0.597 -0.049 1.471
C 4.648 1.048 -1.705
H 3.524 3.871 -3.034
S 2.994 0.837 2.078
N -6.703 2.551 0.355
O 3.232 -0.603 2.322
O -1.632 -3.210 1.725
H -5.306 -0.999 -0.688
H -7.795 -0.368 -0.976
C -1.458 1.372 1.193
C -7.547 1.590 0.115
*
```

Entry b
Formula: C22H26N4O3S
Source: the Open Molecules 2025 dataset
Level of theory: ωB97M-V/def2-TZVPD

Its SMILES is COCCn1c(SCC(=O)Nc2ccc(N3CCOCC3)cc2)nc2ccccc21. The calculation puts the lowest unoccupied orbital energy at 0.599 eV. The value obtained for the HOMO energy is -7.0 eV. Its HOMO-LUMO gap is 7.630 eV.

The geometry in ORCA input format:
```
! wB97M-V def2-TZVPD RIJCOSX def2/J DEFGRID3
* xyz 0 1
H -0.449 -7.018 -4.244
H 1.157 -1.971 -4.648
N 0.515 -2.619 -2.795
C 1.069 -2.905 -4.087
H 2.059 -3.347 -3.948
C -0.271 3.882 1.356
O -2.017 2.617 -2.307
H -0.391 4.953 1.377
C 1.052 5.313 3.517
H -2.962 0.689 -3.614
H -1.300 3.734 -0.507
C -0.185 5.920 4.206
C 0.380 3.216 2.398
C -0.103 -2.687 -0.660
H -0.323 -6.280 -5.865
C -0.702 1.811 0.212
C 1.481 -4.834 0.009
H 2.087 -5.679 0.300
H -1.003 6.068 3.497
C -1.832 1.468 -1.962
O 0.261 -5.142 -4.236
C 0.493 1.823 2.303
H 0.056 0.061 1.186
H -1.635 -5.790 -4.762
C -0.123 -3.135 0.654
C -2.311 0.301 -2.831
H -0.167 3.740 6.621
H -0.847 -3.521 -4.886
C 0.191 -3.887 -4.867
H 0.302 2.386 4.762
N -1.241 1.047 -0.828
H -1.122 0.030 -0.729
C 1.515 -4.400 -1.302
N 0.961 3.875 3.469
N -0.788 -1.653 -1.253
H 0.691 -4.587 1.981
C -0.799 3.196 0.280
H 0.550 -3.956 -5.906
H 1.025 1.273 3.064
C -0.402 -1.654 -2.503
C 0.923 3.282 4.793
H 1.953 5.561 4.090
H -0.748 -2.657 1.392
H 1.935 3.001 5.118
C 0.681 -4.211 0.968
H 1.177 5.718 2.514
C 0.314 4.278 5.802
S -0.965 -0.547 -3.723
C -0.044 1.136 1.237
H 0.075 6.890 4.659
C 0.717 -3.316 -1.623
H 1.091 4.933 6.224
C -0.584 -6.102 -4.815
O -0.696 5.046 5.195
H -2.825 -0.455 -2.238
H 2.119 -4.894 -2.046
*
```

Which is most stable, and by how much? entry b, by 0.7047 hartree.

Entry a
Formula: CH4Cl2OSi
Source: the Open Molecules 2025 dataset
Level of theory: ωB97M-V/def2-TZVPD

The calculation puts the lowest unoccupied orbital energy at -0.084 eV. The value obtained for the HOMO energy is -9.6 eV. Its HOMO-LUMO gap is 9.555 eV.

The geometry in ORCA input format:
```
! wB97M-V def2-TZVPD RIJCOSX def2/J DEFGRID3
* xyz 0 1
H 0.006 -0.591 1.533
Si 1.670 1.822 1.223
O 0.691 0.922 0.309
Cl 1.542 0.284 -3.368
H 0.194 -0.996 -0.188
Cl 1.669 0.878 3.069
C -0.103 -0.217 0.513
H 1.146 0.789 -2.259
H -1.147 0.049 0.336
*
```

Entry b
Formula: CH4Cl2OSi
Source: the Open Molecules 2025 dataset
Level of theory: ωB97M-V/def2-TZVPD

Its SMILES is C[Si](=O)Cl.Cl. The calculation puts the lowest unoccupied orbital energy at 0.145 eV. The value obtained for the HOMO energy is -10.8 eV. Its HOMO-LUMO gap is 10.911 eV.

The geometry in ORCA input format:
```
! wB97M-V def2-TZVPD RIJCOSX def2/J DEFGRID3
* xyz 0 1
Si -0.303 1.168 0.823
H 0.267 -1.066 0.007
Cl -5.410 -1.217 -0.308
H -0.797 -0.115 -1.072
H -5.449 -2.387 0.128
O -0.478 0.888 2.292
C 0.178 -0.121 -0.450
H 0.868 0.059 -1.291
Cl -0.511 2.931 -0.090
*
```

Entry c
Formula: CH4Cl2OSi
Source: the Open Molecules 2025 dataset
Level of theory: ωB97M-V/def2-TZVPD

Its SMILES is C[Si](O)(Cl)Cl. The calculation puts the lowest unoccupied orbital energy at 0.501 eV. The value obtained for the HOMO energy is -10.4 eV. Its HOMO-LUMO gap is 10.948 eV.

The geometry in ORCA input format:
```
! wB97M-V def2-TZVPD RIJCOSX def2/J DEFGRID3
* xyz 0 1
Cl -2.808 -1.680 0.346
C 0.248 -0.128 0.649
H 0.705 0.814 0.454
O -1.749 -0.124 -1.793
H 0.279 -0.284 1.682
H -0.901 -0.364 -2.186
Cl -2.690 1.573 0.358
Si -1.768 -0.052 -0.160
H 0.623 -1.062 0.113
*
```

Which is most stable, and by how much? entry c, by 0.0799 hartree.